C4H35NO14 | ωB97M-V with the def2-TZVPD basis set

DFT total energy   -1281.4874 a.u.
Total charge   0
Lowest unoccupied orbital energy   0.02 eV
HOMO-LUMO gap   9.96 eV
Relative energy (zero: lowest compared OMol25 entry of this formula, charge and spin)   3.233 eV

Each line ends with the natural charge from an NBO analysis.
CARTESIAN COORDINATES (ANGSTROEM)
C (0.825, 1.930, -0.314)  0.543
N (1.572, 1.238, -1.291)  -0.636
C (1.774, 1.706, -2.666)  -0.221
C (0.537, 2.260, -3.387)  -0.445
C (-0.235, 1.092, -3.962)  -0.620
O (0.402, 3.052, -0.487)  -0.660
H (0.632, 1.312, 0.557)  0.138
H (2.159, 0.442, -1.116)  0.425
H (2.575, 2.528, -2.761)  0.197
H (2.152, 0.762, -3.137)  0.197
H (0.036, 2.900, -2.586)  0.237
H (0.669, 3.018, -4.223)  0.214
H (-1.249, 1.200, -4.486)  0.226
H (-0.315, 0.355, -3.162)  0.214
H (0.365, 0.660, -4.797)  0.185
H (-0.305, 2.797, 3.655)  0.502
H (-0.034, 3.122, 2.110)  0.488
O (-0.666, 3.139, 2.844)  -0.973
H (-3.147, 3.769, 0.370)  0.488
H (-1.719, 3.531, -0.247)  0.520
O (-2.468, 3.114, 0.237)  -0.992
H (-1.087, -4.267, 1.840)  0.465
H (-0.546, -3.347, 0.845)  0.478
O (-0.576, -4.236, 1.034)  -0.946
H (1.897, -1.551, -0.249)  0.508
H (2.692, -1.404, 1.030)  0.495
O (1.784, -1.280, 0.653)  -0.954
H (-3.783, 1.823, -0.629)  0.465
H (-2.517, 1.644, -1.298)  0.465
O (-3.391, 1.289, -1.378)  -0.934
H (0.590, -1.533, 1.612)  0.491
H (-0.952, -1.389, 1.978)  0.493
O (-0.034, -1.682, 2.352)  -1.051
H (3.485, -1.648, -2.264)  0.518
H (4.549, -1.783, -1.020)  0.488
O (3.668, -1.534, -1.300)  -1.020
H (-2.473, -0.641, 1.419)  0.507
H (-3.485, -1.708, 1.965)  0.489
O (-2.609, -1.630, 1.461)  -1.001
H (0.737, -3.390, 3.442)  0.492
H (1.814, -2.780, 4.264)  0.456
O (1.392, -3.603, 4.113)  -0.952
H (-1.872, 1.639, 2.425)  0.528
H (-2.619, 1.444, 1.140)  0.501
O (-2.213, 0.902, 1.900)  -1.024
H (2.054, -2.628, -3.869)  0.493
H (2.429, -1.343, -4.576)  0.489
O (2.571, -1.836, -3.780)  -0.958
H (0.244, -0.114, 3.714)  0.495
H (-0.108, 0.478, 2.383)  0.479
O (0.239, 0.733, 3.252)  -0.985
H (-1.802, -3.462, -1.023)  0.483
H (-2.240, -1.982, -0.710)  0.496
O (-1.541, -2.547, -1.118)  -0.979

Forces on atoms 1 to 3 (eV/Å):
1.831 -1.750 -2.190
-1.365 1.769 0.480
1.748 1.057 -0.899



C4H36BO26 | ωB97M-V with the def2-TZVPD basis set

DFT total energy   -2155.4109 a.u.
Total charge   -1
Lowest unoccupied orbital energy   1.31 eV
HOMO-LUMO gap   9.22 eV
Relative energy (zero: lowest compared OMol25 entry of this formula, charge and spin)   2.758 eV

Each line ends with the natural charge from an NBO analysis.
CARTESIAN COORDINATES (ANGSTROEM)
O (-29.346, 2.049, 9.201)  -0.597
C (-28.952, 2.931, 8.376)  0.668
O (-28.875, 4.137, 8.670)  -0.618
B (-28.428, 4.821, 7.423)  1.173
O (-28.313, 3.743, 6.413)  -0.628
C (-28.698, 2.670, 7.027)  0.694
O (-29.205, 1.671, 6.451)  -0.595
O (-27.175, 5.525, 7.667)  -0.644
C (-27.416, 6.751, 7.552)  0.676
O (-26.485, 7.500, 7.210)  -0.591
C (-28.809, 6.995, 7.264)  0.679
O (-29.398, 5.886, 7.151)  -0.617
O (-29.065, 8.009, 6.640)  -0.556
O (-25.574, 4.434, 9.609)  -0.957
H (-26.394, 4.850, 9.898)  0.502
H (-25.012, 4.610, 10.383)  0.471
O (-23.543, 5.320, 6.571)  -0.985
H (-24.235, 4.649, 6.619)  0.479
H (-24.008, 6.160, 6.637)  0.483
O (-26.697, 7.615, 10.464)  -0.974
H (-26.021, 7.547, 9.838)  0.497
H (-26.505, 8.362, 11.028)  0.473
O (-29.702, -0.294, 3.852)  -0.976
H (-28.961, -0.389, 4.494)  0.480
H (-30.059, 0.538, 3.976)  0.457
O (-24.649, 9.541, 8.863)  -0.952
H (-24.537, 8.595, 8.771)  0.497
H (-25.059, 9.619, 9.686)  0.446
O (-24.333, 6.837, 9.028)  -1.003
H (-23.446, 6.761, 9.340)  0.484
H (-24.689, 5.917, 9.034)  0.516
O (-24.249, 8.351, 5.955)  -0.968
H (-25.058, 8.192, 6.432)  0.489
H (-24.507, 9.131, 5.504)  0.471
O (-26.644, 10.259, 6.782)  -0.965
H (-25.860, 10.030, 7.295)  0.485
H (-27.336, 9.776, 7.210)  0.471
O (-26.353, 1.591, 8.506)  -0.965
H (-26.214, 2.513, 8.334)  0.482
H (-26.018, 1.459, 9.386)  0.486
O (-27.987, 5.156, 11.046)  -0.969
H (-27.896, 6.076, 11.018)  0.486
H (-28.633, 4.878, 10.385)  0.490
O (-28.470, -1.192, 8.113)  -0.983
H (-29.134, -0.491, 8.255)  0.475
H (-28.124, -1.038, 7.210)  0.484
O (-27.721, -0.703, 5.571)  -0.929
H (-27.117, -1.318, 5.120)  0.497
H (-27.436, 0.177, 5.455)  0.494
O (-25.520, 3.540, 6.649)  -0.973
H (-25.955, 2.822, 6.179)  0.477
H (-26.099, 4.322, 6.529)  0.509
O (-27.557, 8.117, 4.188)  -1.002
H (-28.182, 8.297, 4.912)  0.483
H (-26.932, 7.405, 4.424)  0.500
O (-28.319, 0.601, 11.252)  -0.966
H (-28.851, 0.979, 10.543)  0.498
H (-28.655, -0.213, 11.494)  0.456
O (-26.273, 5.753, 4.795)  -0.996
H (-25.516, 5.298, 4.473)  0.483
H (-27.039, 5.272, 4.446)  0.497
O (-29.647, 2.798, 3.933)  -0.993
H (-29.700, 2.371, 4.802)  0.500
H (-29.086, 2.310, 3.311)  0.484
O (-28.363, 5.296, 3.486)  -0.975
H (-28.987, 4.597, 3.617)  0.502
H (-28.786, 6.146, 3.633)  0.502

Forces on atoms 1 to 3 (eV/Å):
1.019 2.671 -2.983
-2.654 -6.689 7.608
0.652 3.258 -0.413



C4H36N2O15 | ωB97M-V with the def2-TZVPD basis set

DFT total energy   -1412.0398 a.u.
Total charge   0
Lowest unoccupied orbital energy   -0.03 eV
HOMO-LUMO gap   8.64 eV
Relative energy (zero: lowest compared OMol25 entry of this formula, charge and spin)   5.801 eV

Each line ends with the natural charge from an NBO analysis.
CARTESIAN COORDINATES (ANGSTROEM)
O (1.358, -3.778, -1.816)  -0.576
C (1.448, -2.737, -1.298)  0.796
O (2.139, -2.510, -0.154)  -0.704
C (0.876, -1.376, -1.718)  -0.155
C (-0.170, -1.653, -2.760)  -0.405
C (-1.217, -0.552, -3.208)  -0.218
N (-1.962, -0.184, -2.059)  -0.940
N (1.892, -0.443, -2.129)  -0.863
H (2.860, -3.202, -0.195)  0.486
H (0.403, -1.057, -0.829)  0.219
H (0.159, -2.136, -3.632)  0.212
H (-0.709, -2.565, -2.459)  0.206
H (-1.534, -1.126, -3.996)  0.193
H (-0.666, 0.272, -3.596)  0.172
H (-1.743, -0.709, -1.189)  0.411
H (-2.991, -0.268, -2.079)  0.411
H (2.712, -0.781, -2.592)  0.355
H (2.309, 0.300, -1.671)  0.411
H (-1.738, -0.938, 1.253)  0.502
H (-2.099, -2.390, 0.706)  0.507
O (-2.169, -1.470, 0.484)  -1.037
H (4.779, -0.194, 1.390)  0.492
H (3.612, 0.785, 0.966)  0.506
O (3.830, 0.033, 1.558)  -0.995
H (-2.243, 1.043, 1.790)  0.476
H (-0.800, 0.902, 2.164)  0.486
O (-1.723, 0.457, 2.326)  -0.933
H (0.601, -3.442, 3.339)  0.475
H (0.548, -2.302, 2.506)  0.507
O (0.106, -3.101, 2.663)  -0.937
H (-0.758, 2.700, -1.826)  0.489
H (-1.760, 1.478, -1.526)  0.504
O (-1.435, 2.272, -1.205)  -1.012
H (3.115, 2.315, 0.028)  0.498
H (4.229, 2.756, -0.988)  0.495
O (3.751, 1.908, -0.526)  -0.986
H (1.504, 4.439, 0.974)  0.493
H (1.314, 3.317, -0.003)  0.488
O (2.040, 3.882, 0.406)  -0.987
H (1.302, -0.291, 3.420)  0.491
H (2.071, -0.585, 2.038)  0.532
O (1.160, -0.539, 2.463)  -1.014
H (-3.076, 3.051, 1.622)  0.477
H (-2.448, 3.416, 0.182)  0.533
O (-2.343, 3.451, 1.228)  -1.003
H (-0.720, 3.485, 2.977)  0.467
H (-0.895, 4.323, 1.826)  0.495
O (-0.150, 4.093, 2.443)  -0.975
H (-1.456, -4.446, 0.558)  0.468
H (-1.111, -3.685, 1.894)  0.509
O (-1.906, -3.957, 1.209)  -0.994
H (-4.796, -1.253, -0.561)  0.480
H (-3.520, -0.564, 0.065)  0.491
O (-4.236, -0.476, -0.486)  -0.986
H (0.139, 1.588, -0.344)  0.499
H (0.978, 1.055, 0.662)  0.475
O (1.141, 1.392, -0.296)  -0.987

Forces on atoms 1 to 3 (eV/Å):
-0.025 -2.630 -1.361
0.027 3.723 1.320
2.014 -1.612 0.009



C4H36NO16 | ωB97M-V with the def2-TZVPD basis set

DFT total energy   -1432.5754 a.u.
Total charge   0
Lowest unoccupied orbital energy (spin up / spin down)   -0.64 / -6.13 eV
Multiplicity   2
HOMO-LUMO gap (spin up / spin down)   10.11 / 4.62 eV
Relative energy (zero: lowest compared OMol25 entry of this formula, charge and spin)   0.000 eV

Each line ends with the natural charge from an NBO analysis.
CARTESIAN COORDINATES (ANGSTROEM)
C (-0.286, 0.876, 0.075)  -0.328
N (-1.103, 0.986, -1.119)  -0.343
C (-1.416, -0.205, -1.842)  0.861
O (-1.593, -0.046, -3.069)  -0.487
O (-1.551, -1.286, -1.194)  -0.765
C (0.948, 1.791, 0.032)  -0.440
C (1.322, 2.347, 1.412)  -0.625
H (0.033, -0.187, 0.259)  0.302
H (-0.910, 1.082, 0.978)  0.300
H (-0.841, 1.748, -1.719)  0.420
H (1.822, 1.276, -0.393)  0.278
H (0.829, 2.562, -0.622)  0.201
H (1.570, 1.566, 2.129)  0.249
H (2.271, 2.951, 1.337)  0.232
H (0.476, 2.927, 1.869)  0.184
H (-2.674, 2.619, 2.021)  0.488
H (-2.408, 1.269, 2.693)  0.490
O (-3.071, 1.955, 2.586)  -0.977
H (-0.982, 3.735, 0.859)  0.489
H (-2.060, 2.947, 0.012)  0.463
O (-1.978, 3.629, 0.749)  -0.924
H (4.348, 1.121, 0.443)  0.468
H (3.704, -0.114, -0.150)  0.506
O (4.370, 0.571, -0.319)  -0.970
H (-3.829, 0.949, -0.176)  0.449
H (-3.983, 1.249, 1.334)  0.504
O (-4.339, 0.704, 0.583)  -0.968
H (-1.568, -0.535, 3.701)  0.499
H (-1.897, -0.723, 2.156)  0.513
O (-1.374, -0.150, 2.842)  -1.026
H (3.639, 1.207, -1.773)  0.502
H (2.693, 0.665, -2.860)  0.466
O (3.051, 1.534, -2.470)  -0.993
H (-1.431, -3.492, 0.897)  0.507
H (-0.847, -2.394, -0.130)  0.503
O (-0.600, -3.217, 0.393)  -0.999
H (1.977, -1.236, -0.779)  0.519
H (2.403, -1.975, 0.588)  0.527
O (2.298, -1.071, 0.151)  -1.069
H (1.125, 1.137, -4.062)  0.489
H (-0.114, 0.145, -3.926)  0.495
O (0.855, 0.237, -4.149)  -0.962
H (1.018, -2.371, -2.459)  0.509
H (1.397, -0.941, -3.021)  0.490
O (1.691, -1.636, -2.377)  -1.029
H (0.869, -3.319, 1.241)  0.495
H (1.575, -2.440, 2.267)  0.496
O (1.751, -3.202, 1.658)  -1.000
H (-0.237, -3.817, -1.441)  0.503
H (-0.947, -2.639, -2.189)  0.489
O (-0.322, -3.396, -2.322)  -0.971
H (-2.397, -1.398, 0.229)  0.492
H (-3.563, -0.829, 0.998)  0.511
O (-2.829, -1.435, 1.134)  -0.988
H (1.557, -0.548, 1.684)  0.490
H (0.313, -0.457, 2.644)  0.491
O (1.244, -0.727, 2.608)  -1.007

Forces on atoms 1 to 3 (eV/Å):
0.661 -0.313 0.061
1.509 -1.218 0.806
-1.607 -1.976 0.088



C4H37N2O13 | ωB97M-V with the def2-TZVPD basis set

DFT total energy   -1261.9196 a.u.
Total charge   0
Lowest unoccupied orbital energy (spin up / spin down)   -0.11 / -0.15 eV
Multiplicity   2
HOMO-LUMO gap (spin up / spin down)   2.42 / 8.39 eV
Relative energy (zero: lowest compared OMol25 entry of this formula, charge and spin)   3.050 eV

Each line ends with the natural charge from an NBO analysis.
CARTESIAN COORDINATES (ANGSTROEM)
C (-2.578, 2.975, 1.731)  -0.199
C (-2.303, 2.384, 0.252)  -0.474
C (-1.501, 1.168, 0.076)  -0.167
C (-0.182, 1.087, 0.507)  -0.082
N (0.810, 0.053, 0.156)  -0.813
N (-1.216, 3.402, 2.227)  -0.869
H (-3.103, 2.227, 2.364)  0.179
H (-3.315, 3.746, 1.770)  0.199
H (-1.719, 3.112, -0.340)  0.226
H (-3.268, 2.352, -0.355)  0.209
H (-1.849, 0.194, -0.507)  0.222
H (0.167, 1.852, 1.323)  0.227
H (1.665, -0.147, 0.809)  0.413
H (0.541, -0.859, -0.054)  0.439
H (1.300, 0.474, -0.728)  0.487
H (-0.636, 2.731, 2.629)  0.377
H (-0.650, 3.918, 1.560)  0.354
H (2.026, 1.864, -1.857)  0.504
H (1.933, 1.364, -3.303)  0.464
O (1.387, 1.445, -2.493)  -0.998
H (0.022, -3.068, 2.760)  0.470
H (0.028, -3.065, 1.295)  0.491
O (0.161, -2.364, 2.066)  -0.992
H (-0.729, 1.559, 4.921)  0.488
H (-1.812, 1.163, 3.756)  0.488
O (-0.864, 1.345, 3.956)  -0.982
H (2.562, 1.965, 0.550)  0.449
H (2.359, 3.245, 0.073)  0.471
O (2.183, 2.429, -0.222)  -1.070
H (2.754, -2.111, -1.240)  0.496
H (2.744, -1.681, 0.309)  0.466
O (2.590, -1.414, -0.653)  -1.053
H (-1.392, 0.659, -3.346)  0.525
H (-3.021, 0.576, -2.826)  0.488
O (-2.057, 0.586, -2.663)  -1.001
H (-3.245, -2.415, 0.816)  0.469
H (-2.320, -1.853, -0.188)  0.471
O (-2.394, -2.229, 0.652)  -0.923
H (3.000, -1.986, 3.103)  0.453
H (1.944, -2.628, 2.130)  0.478
O (2.780, -2.862, 2.619)  -1.010
H (-1.144, -2.976, -0.496)  0.519
H (-0.546, -4.505, -0.051)  0.489
O (-0.360, -3.602, -0.208)  -0.981
H (0.549, -0.063, -4.029)  0.499
H (-0.410, -1.222, -4.577)  0.494
O (-0.239, -0.307, -4.367)  -0.973
H (-2.181, -1.272, -3.121)  0.508
H (-3.342, -2.376, -2.844)  0.473
O (-2.478, -2.052, -2.464)  -1.004
H (3.346, -1.469, -3.485)  0.464
H (3.157, -0.450, -2.477)  0.474
O (2.655, -1.091, -2.940)  -0.965
H (2.837, 1.164, 3.128)  0.403
H (1.268, 1.584, 3.203)  0.465
O (1.974, 1.180, 2.620)  -1.235

Forces on atoms 1 to 3 (eV/Å):
2.847 -1.756 -1.311
-2.498 1.721 -0.462
3.633 -4.364 0.211



C4H37O15S2 | ωB97M-V with the def2-TZVPD basis set

DFT total energy   -2099.6193 a.u.
Total charge   -1
Lowest unoccupied orbital energy   2.53 eV
HOMO-LUMO gap   8.43 eV

Each line ends with the natural charge from an NBO analysis.
CARTESIAN COORDINATES (ANGSTROEM)
C (0.758, -0.447, -0.176)  -0.509
C (1.062, -1.219, 1.084)  -0.089
O (0.431, -0.715, 2.249)  -0.818
C (-0.113, -1.304, -1.234)  -0.561
S (0.828, -1.694, -2.781)  0.040
S (1.370, -0.021, -3.789)  0.024
C (-0.214, 0.948, -4.224)  -0.740
H (0.049, 0.285, 0.309)  0.235
H (1.552, 0.084, -0.674)  0.241
H (2.135, -1.290, 1.449)  0.207
H (0.748, -2.380, 0.973)  0.158
H (-0.339, -2.333, -0.837)  0.274
H (-1.090, -0.815, -1.468)  0.256
H (-0.882, 0.624, -5.021)  0.207
H (0.150, 1.988, -4.332)  0.231
H (-0.799, 0.972, -3.280)  0.256
H (-1.995, 2.077, 1.086)  0.492
H (-2.003, 3.493, 0.475)  0.459
O (-2.522, 2.773, 0.518)  -1.003
H (3.670, 0.732, -2.060)  0.460
H (2.563, 1.680, -1.551)  0.516
O (3.570, 1.472, -1.572)  -0.986
H (-2.459, -1.642, 0.491)  0.484
H (-3.566, -1.718, -0.531)  0.500
O (-2.663, -2.123, -0.373)  -1.006
H (-0.320, -0.072, 2.086)  0.509
H (-1.333, 1.667, 2.766)  0.469
O (-1.149, 1.246, 1.937)  -1.179
H (0.363, 2.064, -1.100)  0.479
H (1.269, 2.789, -0.246)  0.504
O (1.132, 2.611, -1.223)  -0.999
H (4.021, -0.466, 0.395)  0.501
H (3.796, 1.078, 0.145)  0.512
O (4.029, 0.386, 0.889)  -1.029
H (-3.242, 0.450, 0.169)  0.498
H (-3.237, 0.645, -1.352)  0.466
O (-3.798, 0.299, -0.687)  -0.989
H (4.030, -2.369, -1.136)  0.475
H (2.708, -2.354, -0.539)  0.486
O (3.603, -2.102, -0.306)  -0.943
H (-2.082, -2.401, 2.395)  0.464
H (-0.622, -2.056, 2.590)  0.490
O (-1.300, -2.698, 2.774)  -0.974
H (-2.210, 0.008, 2.121)  0.508
H (-3.732, -0.197, 2.247)  0.479
O (-2.994, -0.408, 1.790)  -0.992
H (1.784, 2.123, 1.823)  0.507
H (0.269, 2.035, 1.529)  0.500
O (1.040, 2.608, 1.341)  -1.032
H (-1.152, -3.638, 0.864)  0.476
H (-1.934, -4.137, -0.273)  0.485
O (-1.069, -4.224, 0.151)  -0.959
H (-2.245, 2.088, -1.991)  0.475
H (-1.646, 1.929, -0.604)  0.496
O (-1.465, 1.697, -1.530)  -0.998
H (1.743, 0.264, 3.038)  0.498
H (3.073, 0.768, 2.240)  0.508
O (2.429, 0.942, 2.966)  -1.022

Forces on atoms 1 to 3 (eV/Å):
-2.981 -0.379 0.039
1.612 -3.367 1.169
-0.582 -0.500 0.265



One value per record, in order, for maximum force: 3.53 10.47 6.37 3.22 5.76 5.28 eV/A.